# 1
Below is the ion C8H16N3O with charge +1, with properties calculated with wB97M-V/def2-TZVPD.

Atoms and positions in Å:
C -1.87 3.63 -1.43
C -0.93 2.52 -1.03
C -1.80 1.25 -0.93
C -0.79 0.14 -0.74
N -0.36 0.21 0.71
C 0.36 -0.85 1.38
N 1.57 -0.56 1.71
C 2.46 -1.49 2.18
C 2.61 -2.82 1.93
N 1.84 -3.35 1.02
C 1.61 -3.06 -0.19
O 0.70 -3.67 -0.96
H -2.92 3.36 -1.54
H -1.65 3.87 -2.44
H -1.93 4.68 -0.90
H -0.17 2.54 -1.79
H -0.69 2.60 0.11
H -2.62 1.25 -0.09
H -2.33 1.07 -1.88
H -1.19 -0.83 -1.13
H 0.11 0.34 -1.30
H -1.10 0.73 1.23
H 0.29 1.04 0.67
H -0.40 -1.64 1.54
H 3.19 -0.83 2.72
H 3.44 -3.39 2.36
H 2.21 -2.32 -0.72
H 0.37 -4.45 -0.47

Its charge is +1. For the strongest force on any atom, the calculation gives 4.96 eV/A. The highest occupied orbital energy is -11.772 eV. The value obtained for the LUMO energy is -3.857 eV. Its total energy is -15063.0181 eV. The value obtained for the energy above the lowest of the compared OMol25 structures with the same formula, charge and spin is 343.40 kJ/mol. The molar mass is 170.236 g mol⁻¹. The SMILES is CCCC[NH2+]/C=N/C=C\N=C\O.

Atomic partial charges in e from the natural (NBO) method, atoms 1 to 6: number 1, C, carries -0.634; number 2, C, carries -0.423; number 3, C, carries -0.421; number 4, C, carries -0.229; number 5, N, carries -0.566; number 6, C, carries 0.164

---

# 2
Below is a cluster of 2 separate species, C8H16NO in total, with properties calculated with wB97M-V/def2-TZVPD.

Atoms and positions in Å:
C -1.75 -2.33 -0.21
C -1.41 -1.18 -0.18
C -1.88 -3.69 0.10
C 3.81 0.57 0.08
C 2.42 1.17 0.05
C 1.27 0.41 -0.52
C -0.01 0.76 0.27
C -2.82 1.38 0.39
N -1.27 0.16 -0.38
O -2.50 2.63 0.36
H -1.09 -4.12 0.83
H -2.86 -3.88 0.50
H -1.54 -4.18 -0.83
H 4.28 0.39 -0.83
H 3.79 -0.31 0.67
H 4.52 1.39 0.41
H 2.11 1.50 1.14
H 2.64 2.10 -0.42
H 1.03 0.47 -1.56
H 1.38 -0.68 -0.53
H 0.08 0.34 1.23
H -0.10 1.79 0.36
H -3.37 0.95 -0.38
H -2.94 0.95 1.44
H -1.37 0.44 -1.44
H -2.43 2.97 -0.55

Its charge is +1. For the strongest force on any atom, the calculation gives 3.15 eV/A. The highest occupied orbital energy (spin up / spin down) is -13.153 / -13.153 eV. The value obtained for the LUMO energy (spin up / spin down) is -4.097 / -4.097 eV. Its total energy is -12081.7715 eV. The value obtained for the energy above the lowest of the compared OMol25 structures with the same formula, charge and spin is 493.68 kJ/mol. The molar mass is 142.222 g mol⁻¹.

Atomic partial charges in e from the natural (NBO) method, atoms 1 to 6: number 1, C, carries 0.097; number 2, C, carries 0.041; number 3, C, carries -0.717; number 4, C, carries -0.601; number 5, C, carries -0.402; number 6, C, carries -0.426

---

# 3
Below is the ion C8H16NO2 with charge +1, with properties calculated with wB97M-V/def2-TZVPD.

Atoms and positions in Å:
C 0.22 -1.54 -1.41
C -1.05 -0.76 -1.55
C -1.80 2.13 0.48
C -2.54 1.07 1.31
C 1.25 -0.62 -0.60
C -1.22 0.06 -0.32
C 2.56 -1.46 -0.45
C 1.30 0.83 1.28
N 0.58 -0.25 0.59
O -1.11 1.35 -0.55
O -2.16 -0.15 0.62
H 0.27 -2.56 -0.89
H 0.56 -1.76 -2.40
H -0.81 -0.14 -2.41
H -1.75 -1.52 -1.75
H -2.41 2.81 -0.21
H -1.01 2.69 1.03
H -2.03 0.95 2.31
H -3.67 1.18 1.62
H 1.32 0.35 -1.07
H 3.26 -0.78 -0.12
H 2.80 -1.95 -1.29
H 2.31 -2.07 0.35
H 0.96 0.99 2.34
H 2.41 0.44 1.21
H 1.18 1.73 0.66
H 0.57 -1.01 1.22

Its charge is +1. For the strongest force on any atom, the calculation gives 4.85 eV/A. The highest occupied orbital energy is -13.988 eV. The value obtained for the LUMO energy is -2.739 eV. Its total energy is -14131.8902 eV. The value obtained for the energy above the lowest of the compared OMol25 structures with the same formula, charge and spin is 165.62 kJ/mol. The molar mass is 158.221 g mol⁻¹.

Atomic partial charges in e from the natural (NBO) method, atoms 1 to 6: number 1, C, carries -0.378; number 2, C, carries -0.521; number 3, C, carries -0.124; number 4, C, carries -0.126; number 5, C, carries -0.042; number 6, C, carries 0.859

---

# 4
Below is a cluster of 2 separate species, C8H16NPS in total, with properties calculated with wB97M-V/def2-TZVPD.

Atoms and positions in Å:
S -2.29 2.73 -1.70
P -1.07 1.35 -0.58
C 0.17 0.86 -1.84
C 1.15 1.95 -1.88
C 1.10 2.82 -0.88
C 0.01 2.57 0.18
H -2.32 1.93 -2.80
H -0.31 0.63 -2.90
H 0.57 -0.13 -1.43
H 1.85 2.07 -2.68
H 1.67 3.80 -0.57
H 0.41 2.33 1.08
H -0.56 3.59 0.48
C 1.51 -1.50 2.63
C 1.28 -1.04 1.26
N 0.40 -1.33 0.44
C -0.67 -2.25 0.80
C -1.60 -2.47 -0.38
H 0.50 -1.80 3.07
H 2.13 -2.37 2.72
H 1.63 -0.61 3.27
H 1.99 -0.25 0.85
H -1.50 -1.88 1.59
H -0.45 -3.17 1.23
H -2.44 -3.09 -0.09
H -1.98 -1.57 -0.76
H -1.21 -3.16 -1.14

Its charge is 0. For the strongest force on any atom, the calculation gives 4.53 eV/A. The highest occupied orbital energy is -7.942 eV. The value obtained for the LUMO energy is 0.861 eV. Its total energy is -30166.9661 eV. The value obtained for the energy above the lowest of the compared OMol25 structures with the same formula, charge and spin is 111.70 kJ/mol. The molar mass is 189.264 g mol⁻¹. The SMILES is SP1CC=CC1.C/C=N\CC.

Atomic partial charges in e from the natural (NBO) method, atoms 1 to 6: number 1, S, carries -0.352; number 2, P, carries 0.736; number 3, C, carries -0.786; number 4, C, carries -0.213; number 5, C, carries -0.185; number 6, C, carries -0.784

---

# 5
Below is the molecule C8H16O2Si, with properties calculated with wB97M-V/def2-TZVPD.

Atoms and positions in Å:
C -2.84 -0.12 0.55
C -1.42 0.35 0.91
Si -0.22 -0.29 -0.45
C -0.89 0.19 -2.10
C -0.07 -2.21 -0.08
C 1.53 0.50 -0.35
C 2.55 0.02 -1.44
C 1.96 1.37 0.51
O 1.09 1.81 1.57
C 0.92 0.95 2.54
O 1.35 -0.12 2.65
H -3.56 0.29 1.36
H -3.14 0.24 -0.47
H -2.88 -1.16 0.31
H -1.20 0.30 1.98
H -1.26 1.41 0.61
H -1.94 0.09 -2.23
H -0.59 1.25 -2.19
H -0.48 -0.48 -2.82
H 0.89 -2.51 -0.09
H -0.45 -2.37 1.01
H -0.71 -2.83 -0.73
H 3.47 0.39 -0.92
H 2.33 0.56 -2.33
H 2.42 -0.99 -1.55
H 2.96 1.91 0.46
H 0.19 1.43 3.28

Its charge is 0. For the strongest force on any atom, the calculation gives 4.76 eV/A. The highest occupied orbital energy is -9.612 eV. The value obtained for the LUMO energy is 0.806 eV. Its total energy is -20526.6719 eV. The value obtained for the energy above the lowest of the compared OMol25 structures with the same formula, charge and spin is 213.77 kJ/mol. The molar mass is 172.300 g mol⁻¹. The SMILES is CC[Si](C)(C)/C(C)=C\OC=O.

Atomic partial charges in e from the natural (NBO) method, atoms 1 to 6: number 1, C, carries -0.622; number 2, C, carries -0.860; number 3, Si, carries 1.622; number 4, C, carries -1.138; number 5, C, carries -1.076; number 6, C, carries -0.423

---

# 6
Below is the molecule C8H16O2Si, with properties calculated with wB97M-V/def2-TZVPD.

Atoms and positions in Å:
C -2.45 1.28 0.95
Si -1.23 0.12 0.08
C -1.71 -1.72 0.29
C -1.06 0.54 -1.78
C 0.45 0.34 0.87
C 1.35 0.64 1.77
C 2.06 0.10 0.58
C 2.71 1.03 -0.43
O 2.11 2.30 -0.49
C 2.53 -1.34 0.55
O 2.08 -2.03 -0.59
H -3.47 1.15 0.58
H -2.47 1.10 2.02
H -2.19 2.33 0.80
H -0.92 -2.29 0.76
H -2.59 -1.82 0.91
H -1.93 -2.18 -0.67
H -1.99 0.34 -2.31
H -0.81 1.58 -1.94
H -0.29 -0.07 -2.25
H 1.53 1.03 2.74
H 2.70 0.54 -1.42
H 3.76 1.20 -0.15
H 1.16 2.18 -0.57
H 2.21 -1.85 1.47
H 3.63 -1.38 0.49
H 1.11 -1.95 -0.63

Its charge is 0. For the strongest force on any atom, the calculation gives 1.95 eV/A. The highest occupied orbital energy is -9.330 eV. The value obtained for the LUMO energy is 0.681 eV. Its total energy is -20526.3891 eV. The value obtained for the energy above the lowest of the compared OMol25 structures with the same formula, charge and spin is 241.06 kJ/mol. The molar mass is 172.300 g mol⁻¹. The SMILES is C[Si](C)(C)C1=CC1(CO)CO.

Atomic partial charges in e from the natural (NBO) method, atoms 1 to 6: number 1, C, carries -1.089; number 2, Si, carries 1.577; number 3, C, carries -1.097; number 4, C, carries -1.095; number 5, C, carries -0.469; number 6, C, carries -0.146

---

# 7
Below is the molecule C8H16O3S2, with properties calculated with wB97M-V/def2-TZVPD.

Atoms and positions in Å:
C -3.16 -0.30 0.31
C -2.16 -1.53 0.47
C -2.59 1.00 0.88
C -0.07 0.12 0.05
C 2.83 -1.03 1.12
C 1.33 0.99 -1.90
C 2.38 -0.73 -0.37
C 1.53 0.49 -0.47
O -1.40 -1.00 -2.15
O -0.45 2.60 0.56
O 1.99 1.49 0.35
S -0.85 -1.46 -0.89
S -1.15 1.52 -0.20
H -3.40 -0.25 -0.76
H -3.92 -0.60 1.01
H -1.58 -1.48 1.41
H -2.77 -2.48 0.35
H -3.36 1.90 0.97
H -2.20 0.83 1.89
H -0.15 -0.21 1.09
H 3.76 -0.55 0.98
H 2.89 -2.12 1.14
H 2.10 -0.64 1.85
H 2.08 1.77 -1.96
H 1.42 0.20 -2.55
H 0.30 1.45 -1.86
H 1.91 -1.59 -0.88
H 3.39 -0.52 -0.95
H 1.30 2.14 0.51

Its charge is 0. For the strongest force on any atom, the calculation gives 3.80 eV/A. The highest occupied orbital energy is -9.158 eV. The value obtained for the LUMO energy is 0.423 eV. Its total energy is -36365.0569 eV. The value obtained for the energy above the lowest of the compared OMol25 structures with the same formula, charge and spin is 36.48 kJ/mol. The molar mass is 224.347 g mol⁻¹.

Atomic partial charges in e from the natural (NBO) method, atoms 1 to 6: number 1, C, carries -0.454; number 2, C, carries -0.595; number 3, C, carries -0.580; number 4, C, carries -0.653; number 5, C, carries -0.622; number 6, C, carries -0.646

---

# 8
Below is a cluster of 2 separate species, C8H16O4Si in total, with properties calculated with wB97M-V/def2-TZVPD.

Atoms and positions in Å:
C -2.13 1.19 -0.91
C -1.15 -2.07 0.41
C -3.65 1.43 -1.01
C -1.65 -2.98 -0.65
C 3.79 -0.75 -0.52
C 3.12 0.62 -0.21
C 1.75 0.32 0.47
C 1.24 1.65 1.06
O -1.39 1.21 -1.89
O -0.57 -2.54 1.34
O -2.68 1.17 1.84
O -0.08 1.50 1.42
Si -1.48 0.88 0.85
H -3.87 2.50 -1.29
H -3.99 0.78 -1.70
H -3.98 1.17 0.01
H -1.72 -2.63 -1.67
H -0.97 -3.90 -0.67
H -2.55 -3.46 -0.37
H 3.24 -1.52 -0.06
H 3.75 -0.96 -1.61
H 4.76 -0.76 -0.18
H 3.73 1.10 0.56
H 2.81 1.08 -1.16
H 1.06 0.05 -0.36
H 1.68 -0.49 1.23
H 1.96 1.85 1.91
H 1.51 2.46 0.39
H -2.56 1.09 2.75

Its charge is 0. For the strongest force on any atom, the calculation gives 3.91 eV/A. The highest occupied orbital energy (spin up / spin down) is -7.014 / -6.969 eV. The value obtained for the LUMO energy (spin up / spin down) is 0.026 / 0.022 eV. Its total energy is -24620.9986 eV. The value obtained for the energy above the lowest of the compared OMol25 structures with the same formula, charge and spin is 468.43 kJ/mol. The molar mass is 204.298 g mol⁻¹.

Atomic partial charges in e from the natural (NBO) method, atoms 1 to 6: number 1, C, carries 0.160; number 2, C, carries 0.382; number 3, C, carries -0.714; number 4, C, carries -0.768; number 5, C, carries -0.599; number 6, C, carries -0.418